65
Properties=species:S:1:pos:R:3:mulliken_charge:R:1 method="wB97M-V/def2-TZVPD" spin_multiplicity=6 e_above_lowest_kj_mol=146.3 e_tot_ev=-72273.3936 total_charge=-2 fmax_ha_per_bohr=0.080 s_squared=8.757 gap_ha="0.210 / 0.210"
Sm -0.44 -0.35 0.57 1.691
C 0.07 5.80 0.72 -0.951
O 0.26 4.35 0.39 -0.226
C 1.44 3.90 -0.11 0.242
C 2.29 4.70 -0.91 -0.422
C 3.40 4.17 -1.58 -0.798
C 3.62 2.80 -1.55 -0.813
C 2.76 1.94 -0.85 0.949
C 2.99 0.54 -0.99 -0.789
N 2.21 -0.38 -0.42 0.761
N 2.62 -1.61 -0.53 -0.890
C 1.85 -2.54 0.02 0.200
O 0.91 -2.26 0.82 -0.730
C 2.21 -3.90 -0.28 0.406
C 1.33 -4.90 0.17 -0.154
C 1.38 -6.28 -0.16 -0.680
C 2.50 -6.62 -0.97 -0.181
C 3.33 -5.61 -1.52 -0.670
C 3.22 -4.30 -1.14 -0.218
C 1.59 2.46 -0.15 0.337
O 0.67 1.72 0.31 -0.533
H 0.04 6.48 -0.16 0.319
H 0.84 6.20 1.33 0.380
H -0.91 5.89 1.18 0.257
H 2.23 5.80 -0.97 0.224
H 4.01 4.81 -2.17 0.396
H 4.53 2.49 -2.06 0.277
H 3.99 0.29 -1.42 0.144
H 0.60 -4.60 0.93 0.263
H 0.57 -6.98 0.13 0.336
H 2.58 -7.72 -1.31 0.205
H 4.14 -5.86 -2.17 0.370
H 3.89 -3.59 -1.50 0.544
C -0.78 -1.25 5.28 -1.487
C -1.18 -0.64 3.95 0.848
O -0.48 -0.82 2.89 -0.480
C -2.47 0.11 3.84 0.582
C -3.04 0.63 5.00 -0.714
C -4.31 1.27 4.94 -0.682
C -4.99 1.46 3.73 -0.301
C -4.38 1.03 2.56 -0.852
C -3.06 0.50 2.53 0.501
O -2.37 0.48 1.40 -0.623
H 0.08 -1.83 5.16 0.394
H -1.55 -1.96 5.63 0.348
H -0.71 -0.42 6.06 0.307
H -2.56 0.49 5.92 0.291
H -4.85 1.40 5.86 0.289
H -5.95 1.91 3.80 0.409
H -4.71 1.23 1.56 0.430
O -0.47 1.40 -6.55 -0.714
C -1.09 0.42 -6.12 0.482
O -1.60 -0.68 -6.58 -0.747
C -1.16 0.41 -4.63 0.559
C -0.77 1.52 -3.82 -1.056
C -0.67 1.33 -2.44 -0.314
N -1.09 0.26 -1.80 -0.070
C -1.54 -0.77 -2.57 0.438
C -1.64 -0.71 -3.95 -0.616
C -2.10 -1.93 -1.75 0.276
O -2.72 -2.81 -2.36 -0.790
O -1.80 -1.92 -0.53 -0.555
H -0.26 2.40 -4.25 0.426
H -0.42 2.17 -1.86 0.670
H -2.10 -1.53 -4.53 0.509

***

48
Properties=species:S:1:pos:R:3:mulliken_charge:R:1 method="wB97M-V/def2-TZVPD" spin_multiplicity=1 e_above_lowest_kj_mol=89.0 e_tot_ev=-32599.3140 total_charge=+1 fmax_ha_per_bohr=0.032 gap_ha=0.163
F -3.22 4.64 -2.17 -0.294
C -2.95 3.29 -2.16 0.142
C -4.03 2.41 -2.20 -0.462
C -3.74 1.04 -2.18 -0.595
C -2.43 0.59 -2.12 -0.622
C -1.32 1.49 -2.09 1.304
C -0.03 0.91 -2.03 -0.354
C 1.26 1.48 -2.10 1.262
C 2.37 0.58 -2.10 -0.684
C 3.68 1.02 -2.15 -0.576
C 3.97 2.39 -2.21 -0.457
C 2.90 3.27 -2.22 0.135
F 3.17 4.62 -2.27 -0.292
C 1.57 2.88 -2.18 -0.586
C -1.62 2.89 -2.10 -0.593
H -5.05 2.78 -2.25 0.483
H -4.56 0.31 -2.21 0.419
H -2.21 -0.48 -2.11 0.332
H -0.04 -0.19 -1.97 0.116
H 2.14 -0.49 -2.05 0.411
H 4.49 0.29 -2.15 0.413
H 4.99 2.75 -2.24 0.472
H 0.79 3.63 -2.21 0.449
H -0.84 3.64 -2.05 0.566
C 1.98 -4.13 -0.35 -0.465
C 2.54 -3.79 0.89 -0.741
C 1.84 -2.97 1.79 -0.438
C 0.56 -2.51 1.43 0.699
C -0.25 -1.66 2.34 0.151
N -1.33 -1.13 1.85 -0.418
C -2.21 -0.39 2.78 -0.639
C -1.47 0.26 3.92 -0.552
C -0.60 -0.76 4.63 -0.615
N 0.18 -1.46 3.62 -0.123
C 0.01 -2.84 0.19 -0.294
C 0.71 -3.65 -0.71 -0.650
H 2.53 -4.77 -1.03 0.405
H 3.53 -4.16 1.18 0.413
H 2.29 -2.69 2.74 0.284
H -2.71 0.35 2.15 0.295
H -2.96 -1.08 3.20 0.288
H -0.84 1.06 3.53 0.278
H -2.18 0.70 4.63 0.357
H 0.08 -0.28 5.34 0.373
H -1.24 -1.47 5.17 0.297
H 0.95 -2.03 3.94 0.149
H -0.98 -2.44 -0.06 0.544
H 0.27 -3.91 -1.67 0.412

***

48
Properties=species:S:1:pos:R:3:mulliken_charge:R:1 method="wB97M-V/def2-TZVPD" spin_multiplicity=1 e_above_lowest_kj_mol=55.1 e_tot_ev=-62678.4659 fmax_ha_per_bohr=0.018 gap_ha=0.297
Pt -0.66 0.98 -0.70 1.001
C 0.02 -0.85 2.48 -0.597
O -1.33 -0.35 2.30 -0.400
P -1.89 0.01 0.85 0.692
O -3.32 0.55 1.27 -0.259
C -3.61 1.74 1.99 -0.632
O -2.29 -1.37 0.18 -0.228
C -3.15 -2.31 0.85 -0.751
H 0.04 -1.32 3.46 0.358
H 0.73 -0.03 2.43 0.279
H 0.26 -1.59 1.72 0.189
H -4.63 1.64 2.36 0.307
H -3.54 2.61 1.34 0.262
H -2.93 1.86 2.84 0.301
H -3.01 -3.26 0.35 0.272
H -4.19 -1.99 0.75 0.253
H -2.89 -2.39 1.90 0.334
Cl 0.42 -1.16 -5.17 -0.211
C -0.14 -0.25 -3.75 0.290
C 0.72 0.96 -3.42 0.477
O 1.65 1.31 -4.09 -0.606
O 0.27 1.65 -2.38 -0.748
H -0.17 -0.93 -2.91 -0.441
H -1.15 0.09 -3.95 0.332
N -1.03 5.54 1.81 -0.581
N -0.95 4.71 0.70 1.116
N -0.30 5.06 -0.38 -0.974
C -0.40 3.97 -1.12 -0.098
N -1.11 3.02 -0.48 -0.047
N -1.45 3.52 0.70 -0.327
H -1.10 6.50 1.46 0.299
H -1.87 5.29 2.32 0.291
H 0.02 3.83 -2.10 0.527
O 1.01 -3.12 -1.54 -0.732
C 2.16 -2.97 -0.85 0.569
C 3.03 -4.06 -0.83 -0.711
C 4.22 -3.99 -0.14 -0.281
C 4.57 -2.83 0.56 -0.689
C 3.72 -1.75 0.54 -0.718
C 2.51 -1.79 -0.16 0.556
C 1.66 -0.57 -0.11 0.469
O 1.99 0.42 0.49 -0.718
O 0.51 -0.69 -0.76 -0.285
H 0.50 -2.29 -1.44 0.184
H 2.75 -4.95 -1.38 0.447
H 4.89 -4.84 -0.13 0.379
H 5.51 -2.78 1.11 0.404
H 3.96 -0.83 1.06 0.449

***

14
Properties=species:S:1:pos:R:3:mulliken_charge:R:1 method="wB97M-V/def2-TZVPD" spin_multiplicity=1 e_above_lowest_kj_mol=540.3 e_tot_ev=-18628.9493 fmax_ha_per_bohr=0.086 gap_ha=0.310
C -0.75 2.01 -0.80 -0.230
C -0.27 1.17 0.18 0.073
C 0.54 -2.25 -0.74 -0.626
C 0.12 -0.20 0.25 -0.565
N 0.00 2.14 1.12 -0.288
O 0.27 -0.92 -0.92 -0.263
S -0.72 3.39 0.23 -0.107
H -0.83 1.88 -1.82 0.445
H 1.36 -2.24 -0.05 0.304
H 0.79 -2.67 -1.64 0.307
H -0.22 -2.67 0.01 0.236
H 0.85 -0.43 0.98 0.326
H -1.06 -1.22 1.06 0.112
H -0.06 1.99 2.15 0.275

***

57
Properties=species:S:1:pos:R:3:mulliken_charge:R:1 method="wB97M-V/def2-TZVPD" spin_multiplicity=1 e_above_lowest_kj_mol=22.9 e_tot_ev=-137384.4510 total_charge=+1 fmax_ha_per_bohr=0.011 gap_ha=0.332
Cu 0.09 -0.91 -0.56 -0.812
C 4.37 -0.84 -1.30 -1.130
C 3.91 -0.99 0.14 -0.537
As 2.10 -1.63 0.34 0.862
C 1.98 -1.88 2.27 -0.624
C 2.00 -0.56 3.03 -1.095
C 2.17 -3.47 -0.31 -0.726
C 1.88 -3.61 -1.81 -0.896
H 5.39 -0.46 -1.33 0.387
H 3.75 -0.13 -1.85 0.294
H 4.36 -1.79 -1.84 0.259
H 3.96 -0.04 0.68 0.365
H 4.51 -1.71 0.69 0.439
H 2.80 -2.53 2.56 0.389
H 1.05 -2.42 2.45 0.426
H 2.93 -0.01 2.86 0.301
H 1.92 -0.74 4.10 0.369
H 1.18 0.09 2.73 0.260
H 1.43 -4.02 0.27 0.454
H 3.15 -3.89 -0.06 0.439
H 0.89 -3.23 -2.06 0.099
H 1.92 -4.66 -2.11 0.374
H 2.60 -3.06 -2.42 0.238
C -5.80 -2.62 -3.86 -0.492
C -6.05 -1.58 -2.98 -0.636
C -4.99 -0.94 -2.34 -0.260
C -3.69 -1.36 -2.59 0.244
C -3.44 -2.42 -3.47 -0.558
C -4.50 -3.04 -4.11 -0.543
Sb -2.08 -0.35 -1.70 1.873
C -1.24 0.70 -3.34 0.338
C -1.79 0.66 -4.62 -0.036
C -1.20 1.39 -5.65 -0.628
C -0.07 2.15 -5.41 -0.427
C 0.48 2.20 -4.13 -0.775
C -0.10 1.47 -3.10 -0.590
C -3.04 1.22 -0.69 0.072
C -3.08 1.25 0.71 -0.711
C -3.71 2.29 1.37 -0.554
C -4.30 3.31 0.64 -0.451
C -4.27 3.30 -0.75 -0.690
C -3.64 2.25 -1.42 0.019
H -6.63 -3.11 -4.36 0.387
H -7.06 -1.26 -2.79 0.396
H -5.19 -0.12 -1.66 0.377
H -2.43 -2.75 -3.67 0.372
H -4.31 -3.86 -4.79 0.407
H -2.68 0.07 -4.82 0.376
H -1.63 1.36 -6.65 0.399
H 0.38 2.72 -6.21 0.385
H 1.36 2.80 -3.94 0.395
H 0.33 1.53 -2.11 0.241
H -2.62 0.45 1.28 0.331
H -3.74 2.31 2.45 0.389
H -4.80 4.13 1.16 0.392
H -4.74 4.09 -1.31 0.398
H -3.62 2.25 -2.50 0.427

***

29
Properties=species:S:1:pos:R:3:mulliken_charge:R:1 method="wB97M-V/def2-TZVPD" spin_multiplicity=1 smiles=C[NH+](C)[C@@](O)(CO)c1oc(O)c(O)c1O e_above_lowest_kj_mol=0.0 e_tot_ev=-22288.5428 total_charge=+1 fmax_ha_per_bohr=0.108 gap_ha=0.335
C 1.96 -0.28 1.48 -0.827
N 1.63 0.73 0.39 -0.261
C 1.11 1.90 1.09 -1.042
C 0.73 0.23 -0.80 1.604
O 0.58 1.33 -1.64 -0.611
C 1.50 -0.83 -1.61 -1.224
O 2.88 -0.52 -1.31 -0.604
C -0.66 -0.24 -0.24 -0.519
O -0.90 -1.58 0.14 -0.379
C -2.22 -1.70 0.40 -0.262
O -2.82 -2.76 1.07 -0.470
C -2.86 -0.52 0.07 0.741
O -4.12 -0.10 0.14 -0.575
C -1.85 0.41 -0.38 0.440
O -2.09 1.68 -0.79 -0.644
H 1.10 -0.17 2.16 0.373
H 2.02 -1.25 0.91 0.185
H 2.87 0.15 1.89 0.467
H 2.58 0.71 -0.10 0.507
H 0.14 1.89 1.37 0.399
H 1.58 2.23 1.98 0.422
H 1.11 2.69 0.40 0.493
H -0.32 1.73 -1.67 0.419
H 1.37 -0.66 -2.59 0.486
H 1.35 -1.83 -1.22 0.468
H 3.28 -1.24 -1.74 0.369
H -2.29 -3.51 1.18 0.323
H -4.81 -0.66 -0.11 0.346
H -2.86 2.17 -0.46 0.378